No. 1
The following is a quantum chemistry calculation of 2 unconnected molecules or ions with the total composition C3H3N3, from the Open Molecules 2025 dataset.

Atoms and positions in Å:
N  -0.661  -0.709  -0.361
C  0.354  -0.288  0.325
C  1.692  -0.658  -0.037
N  2.771  -0.960  -0.321
C  -0.556  2.009  0.231
N  -1.694  1.725  0.326
H  -1.531  -0.181  -0.163
H  -0.557  -1.199  -1.242
H  0.182  0.261  1.241

Force components x, y, z for each atom (eV/Å):
N 0.4 0.3 0.1
C -0.4 -0.4 -0.2
C 0.9 -0.2 -0.3
N -1.0 0.3 0.3
C -1.2 -0.1 0.0
N 1.1 0.3 -0.1
H 0.1 -0.1 0.0
H 0.1 0.0 0.2
H 0.0 -0.1 -0.1

Results
* multiplicity: 1
* total charge: 0
* LUMO energy (alpha / beta): -2.4 / -2.4 eV
* gap between HOMO and LUMO (alpha / beta): 0.2681 / 0.2682 Eh

=====

No. 2
The following is a quantum chemistry calculation of C3H3N3 in the gas phase, from the Open Molecules 2025 dataset.

Atoms and positions in Å:
N  2.307  -0.276  -0.470
C  1.226  -0.297  -0.108
C  0.062  0.209  0.484
N  -0.573  -1.267  -0.113
C  -0.357  1.550  0.019
N  -0.828  2.554  -0.318
H  0.281  0.265  1.581
H  -1.558  -1.264  0.068
H  -0.437  -1.506  -1.132

Force components x, y, z for each atom (eV/Å):
N 1.2 -1.0 -0.8
C 3.2 2.7 0.1
C -1.3 -2.6 -1.1
N -1.0 1.5 1.2
C -1.2 0.1 -0.6
N 0.8 -1.2 0.5
H -1.1 -0.7 -0.8
H -0.7 -0.2 0.1
H 0.2 1.4 1.3

Results
* structure (SMILES): N#CC(N)C#N
* multiplicity: 1
* total charge: 0
* LUMO energy: 0.0 eV
* gap between HOMO and LUMO: 0.4152 Eh

=====

No. 3
The following is a quantum chemistry calculation of C3H3N3 in the gas phase, from the Open Molecules 2025 dataset.

Atoms and positions in Å:
C  0.314  -0.109  -0.811
C  -0.892  -0.649  -0.398
N  -1.316  -0.538  0.864
N  -0.571  0.081  1.754
N  0.517  0.731  1.402
C  0.944  0.671  0.139
H  0.750  -0.275  -1.789
H  -1.563  -1.186  -1.065
H  1.818  1.273  -0.095

Force components x, y, z for each atom (eV/Å):
C 0.0 0.0 0.2
C 0.1 0.0 0.0
N 0.2 0.0 -0.1
N 0.0 0.1 -0.2
N -0.1 0.0 -0.2
C 0.0 -0.1 0.0
H -0.2 0.1 0.0
H 0.2 0.0 0.1
H 0.0 -0.2 0.1

Results
* structure (SMILES): c1cnnnc1
* multiplicity: 1
* total charge: 0
* LUMO energy: 0.1 eV
* gap between HOMO and LUMO: 0.3708 Eh

=====

No. 4
The following is a quantum chemistry calculation of C3H3N3 in the gas phase, from the Open Molecules 2025 dataset.

Atoms and positions in Å:
C  -0.778  -0.427  0.133
N  0.062  -1.526  -0.339
C  1.052  -0.792  0.008
N  0.431  0.402  0.521
C  -0.192  1.244  -0.469
N  -1.223  0.576  -0.831
H  -1.448  -0.641  0.962
H  2.108  -1.039  0.043
H  0.093  2.259  -0.728

Force components x, y, z for each atom (eV/Å):
C -0.5 -0.2 0.4
N 0.3 0.2 0.2
C 0.2 -0.3 -0.2
N -0.2 0.0 0.2
C -0.1 0.3 -0.3
N 0.3 0.2 0.2
H -0.1 -0.1 -0.2
H 0.0 0.2 -0.2
H 0.2 -0.2 -0.1

Results
* multiplicity: 1
* total charge: 0
* LUMO energy: 0.7 eV
* gap between HOMO and LUMO: 0.4020 Eh

=====

No. 5
The following is a quantum chemistry calculation of a molecular structure, C3H3N3, from the Open Molecules 2025 dataset.

Atoms and positions in Å:
N  1.017  0.697  -1.087
C  -0.855  -0.315  0.282
C  0.081  -0.253  -0.791
N  -0.402  -1.319  -1.197
C  -0.407  -0.650  1.606
N  -0.030  -0.863  2.683
H  0.606  1.570  -1.376
H  1.706  0.774  -0.357
H  -1.715  0.358  0.238

Force components x, y, z for each atom (eV/Å):
N 1.1 -0.2 -1.4
C -0.5 -0.7 -0.2
C 0.3 0.6 0.2
N -0.8 1.0 1.9
C 0.2 -0.7 0.6
N -0.4 0.3 -1.2
H 0.1 0.2 0.1
H 0.0 0.4 0.1
H -0.1 -0.7 -0.2

Results
* multiplicity: 1
* total charge: 0
* LUMO energy: -0.2 eV
* gap between HOMO and LUMO: 0.3580 Eh

=====

No. 6
The following is a quantum chemistry calculation of C3H3N3O in the gas phase, from the Open Molecules 2025 dataset.

Atoms and positions in Å:
O  -1.405  -1.733  -0.315
C  -0.655  -0.693  -0.131
N  0.636  -0.784  -0.557
C  1.353  0.244  -0.247
N  0.912  1.293  0.404
C  -0.398  1.327  0.591
N  -1.235  0.319  0.425
H  -0.856  -2.474  -0.678
H  2.417  0.279  -0.569
H  -0.769  2.220  1.077

Force components x, y, z for each atom (eV/Å):
O -0.4 -2.5 -0.6
C 1.9 -0.8 -0.9
N -1.5 -1.2 -0.1
C 1.8 0.3 -0.3
N -0.3 1.7 -0.1
C 0.7 0.2 1.5
N -0.5 1.4 0.0
H -0.5 0.9 0.3
H -0.8 -0.3 0.3
H -0.3 0.1 -0.2

Results
* structure (SMILES): Oc1ncncn1
* multiplicity: 1
* total charge: 0
* LUMO energy: 0.6 eV
* gap between HOMO and LUMO: 0.4057 Eh

=====

No. 7
The following is a quantum chemistry calculation of C3H3N3O in the gas phase, from the Open Molecules 2025 dataset.

Atoms and positions in Å:
C  0.653  -1.739  -0.009
C  -0.298  -0.895  -0.397
C  -0.293  0.509  0.013
N  0.646  1.175  0.703
N  0.310  2.400  0.793
O  -0.789  2.563  0.058
N  -1.204  1.385  -0.458
H  0.677  -2.844  -0.280
H  1.434  -1.339  0.617
H  -1.138  -1.216  -1.041

Force components x, y, z for each atom (eV/Å):
C -0.1 -1.2 -0.3
C -0.4 -0.6 -0.2
C -1.9 1.5 -2.3
N 0.8 0.5 1.6
N 0.7 -1.1 -0.5
O -1.0 0.1 -0.2
N 1.2 -1.1 0.9
H -0.1 1.8 0.3
H 0.3 -0.2 0.1
H 0.6 0.4 0.5

Results
* structure (SMILES): C=Cc1nnon1
* multiplicity: 1
* total charge: 0
* LUMO energy: 0.1 eV
* gap between HOMO and LUMO: 0.3819 Eh

=====

No. 8
The following is a quantum chemistry calculation of C3H3N3O in the gas phase, from the Open Molecules 2025 dataset.

Atoms and positions in Å:
N  -2.431  -1.074  0.520
C  -1.848  -0.174  0.005
N  -1.247  0.823  -0.445
C  0.128  0.802  -0.409
N  0.757  -0.194  0.102
C  2.154  -0.088  0.176
O  2.809  0.923  0.079
H  -3.256  -1.624  0.420
H  0.607  1.694  -0.813
H  2.621  -1.069  0.372

Force components x, y, z for each atom (eV/Å):
N 0.3 0.8 -0.1
C -0.4 -0.3 0.2
N -0.1 -0.4 0.2
C 0.2 -0.1 0.1
N -0.1 0.3 -0.1
C 0.3 0.2 0.0
O -0.2 -0.3 0.0
H 0.0 -0.2 -0.2
H 0.0 -0.2 0.0
H 0.0 0.1 -0.1

Results
* structure (SMILES): N=C=N/C=N/C=O
* multiplicity: 1
* total charge: 0
* LUMO energy: 0.0 eV
* gap between HOMO and LUMO: 0.3671 Eh

=====

Calculated energy in order - -7626.0835, -7626.4833, -7627.6685, -7626.5073, -7626.5985, -9677.4542, -9673.8989, -9675.8981 eV
Calculated F_max in order - 0.0226, 0.0817, 0.0054, 0.0136, 0.0441, 0.0500, 0.0641, 0.0170 Eh/bohr
Calculated ΔE to the lowest compared entry with this formula, charge and spin in order - 334.43, 295.85, 181.50, 293.54, 284.74, 0.00, 343.04, 150.15 kJ/mol